# 1
# C9H18NOP

One molecule with the formula C9H18NOP (ωB97M-V with the def2-TZVPD basis set, the OMol25 dataset).

CARTESIAN COORDINATES (ANGSTROEM)
C (3.503503, -0.904819, 0.649751)
C (2.614949, 0.475013, 0.443180)
C (3.018906, 1.388085, -0.898293)
N (1.632800, 0.927085, 1.289181)
C (0.321798, 0.197737, 1.097329)
C (0.219771, -1.415784, 1.366931)
O (-0.156406, -1.968917, 0.023551)
C (-0.174757, -0.925562, -1.044257)
C (-0.589641, 0.461186, -0.239315)
P (-2.421327, 0.356178, 0.342296)
C (-3.358398, 2.002071, -0.047308)
C (-3.372168, -1.065151, -0.508112)
H (4.546720, -0.870309, 0.071967)
H (2.913580, -1.892419, 0.388996)
H (3.781059, -0.964541, 1.809055)
H (2.142754, 2.086195, -1.243065)
H (3.363856, 0.663188, -1.776183)
H (3.968501, 2.074112, -0.669800)
H (-0.373508, 0.653697, 1.953517)
H (-0.793273, -1.571052, 1.950502)
H (1.049719, -1.972286, 1.975610)
H (0.828390, -0.782069, -1.663086)
H (-0.946107, -1.306259, -1.864489)
H (-0.326850, 1.455143, -0.844084)
H (-4.308439, 2.171343, 0.628037)
H (-2.552442, 2.862905, 0.136835)
H (-3.676995, 2.094534, -1.186120)
H (-3.009938, -2.155722, -0.186020)
H (-4.536977, -1.038801, -0.256686)
H (-3.309079, -1.034782, -1.699918)

Forces on atoms 1 to 3 (eV/Å):
C 0.35 0.14 0.74
C -1.26 1.11 0.76
C 1.16 -0.08 0.56

Properties
HOMO	-7.72	eV
frontier orbital gap	7.7	eV
LUMO level	-0.0026	Eh
total charge	0
SMILES	CC(C)=N[C@@H]1COC[C@H]1P(C)C

Formally, the Löwdin partial charges of the atoms, in units of the elementary charge, are as follows: atom 1 (C): -0.077, atom 2 (C): -0.265, atom 3 (C): -0.080, atom 4 (N): 0.016, atom 5 (C): -0.360, atom 6 (C): -0.133, atom 7 (O): -0.248, atom 8 (C): -0.194, atom 9 (C): -0.367, atom 10 (P): 0.867, atom 11 (C): -0.348, atom 12 (C): -0.359, atom 13 (H): 0.088, atom 14 (H): 0.085, atom 15 (H): 0.096, atom 16 (H): 0.074, atom 17 (H): 0.086, atom 18 (H): 0.090, atom 19 (H): 0.111, atom 20 (H): 0.113, atom 21 (H): 0.127, atom 22 (H): 0.119, atom 23 (H): 0.119, atom 24 (H): 0.128, atom 25 (H): 0.048, atom 26 (H): 0.051, atom 27 (H): 0.045, atom 28 (H): 0.062, atom 29 (H): 0.057, atom 30 (H): 0.047

=====

# 2
# C9H18O

A 2-piece molecular cluster, C9H18O overall (ωB97M-V with the def2-TZVPD basis set, the OMol25 dataset).

CARTESIAN COORDINATES (ANGSTROEM)
C (1.686661, 0.451997, -0.093678)
C (2.644864, -0.181766, 0.871607)
C (1.566400, 1.942491, 0.006528)
C (1.720254, -0.085565, -1.495741)
O (-0.495558, 0.005145, 0.997636)
H (0.353543, -0.275513, 0.328717)
H (2.625920, -1.271050, 0.808192)
H (3.675457, 0.132756, 0.647761)
H (0.900425, 0.309994, -2.097907)
H (2.477070, 2.425485, -0.377289)
H (1.427633, 2.258551, 1.039301)
H (0.725663, 2.310654, -0.582410)
H (2.423998, 0.118653, 1.895623)
H (1.693420, -1.176452, -1.522773)
H (2.652472, 0.219642, -1.994424)
C (-2.242176, 1.091457, -0.378563)
C (-1.886899, -0.188738, 0.357813)
C (-1.938912, -1.416201, -0.501711)
C (-2.358107, -0.341268, 1.703117)
C (-1.121980, -2.460097, -0.432804)
H (-2.750210, -1.410541, -1.222500)
H (-3.275906, 1.054123, -0.725404)
H (-2.125725, 1.948257, 0.284123)
H (-1.577436, 1.230751, -1.232648)
H (-2.711030, 0.517916, 2.259099)
H (-2.428576, -1.324473, 2.146288)
H (-1.290366, -3.345223, -1.030610)
H (-0.370899, -2.540981, 0.342654)

Forces on atoms 1 to 3 (eV/Å):
C 0.34 -0.31 -0.37
C 0.01 -0.01 -0.04
C -0.18 -0.11 0.07

Properties
HOMO (spin up / spin down)	-7.39 / -7.52	eV
frontier orbital gap (spin up / spin down)	7.6 / 8.2	eV
LUMO level (spin up / spin down)	0.0081 / 0.0252	Eh
total charge	0

Formally, the Löwdin partial charges of the atoms, in units of the elementary charge, are as follows: atom 1 (C): -0.454, atom 2 (C): -0.082, atom 3 (C): -0.080, atom 4 (C): -0.088, atom 5 (O): -0.133, atom 6 (H): 0.090, atom 7 (H): 0.079, atom 8 (H): 0.089, atom 9 (H): 0.076, atom 10 (H): 0.089, atom 11 (H): 0.082, atom 12 (H): 0.071, atom 13 (H): 0.082, atom 14 (H): 0.075, atom 15 (H): 0.088, atom 16 (C): -0.029, atom 17 (C): -0.581, atom 18 (C): -0.113, atom 19 (C): 0.092, atom 20 (C): 0.024, atom 21 (H): 0.109, atom 22 (H): 0.086, atom 23 (H): 0.087, atom 24 (H): 0.077, atom 25 (H): 0.071, atom 26 (H): 0.073, atom 27 (H): 0.056, atom 28 (H): 0.067

=====

# 3
# C9H18O4

One molecule with the formula C9H18O4 (ωB97M-V with the def2-TZVPD basis set, the OMol25 dataset).

CARTESIAN COORDINATES (ANGSTROEM)
C (1.937555, -2.737154, -0.255393)
O (3.150920, -2.262370, 0.361422)
C (2.995226, -0.944794, 0.937510)
C (3.298241, 0.145797, -0.204224)
C (2.247212, 1.358740, -0.277576)
C (0.722995, 0.895488, -0.557951)
C (-0.346858, 1.636770, 0.424919)
C (-1.800716, 1.829816, -0.288483)
C (-2.941788, 0.898932, 0.362050)
O (-3.346872, -0.213818, -0.485248)
C (-4.383274, -0.969489, 0.124342)
O (-4.779177, -0.771103, 1.306081)
O (-5.071135, -2.018327, -0.573358)
H (2.195540, -3.719547, -0.808475)
H (1.133158, -3.042475, 0.519994)
H (1.510426, -2.038726, -1.060365)
H (1.996265, -0.764022, 1.461283)
H (3.812391, -0.816539, 1.743452)
H (4.377260, 0.545631, -0.111515)
H (3.255504, -0.413369, -1.211795)
H (2.553858, 1.986244, -1.201529)
H (2.324054, 2.086861, 0.611160)
H (0.639600, -0.217229, -0.311934)
H (0.470915, 1.075112, -1.663119)
H (0.062390, 2.608555, 0.857155)
H (-0.500206, 0.915019, 1.314014)
H (-1.719788, 1.725728, -1.421865)
H (-2.099780, 2.920443, -0.047085)
H (-3.874946, 1.543023, 0.589060)
H (-2.592585, 0.479523, 1.366147)
H (-5.226388, -1.722721, -1.498675)

Forces on atoms 1 to 3 (eV/Å):
C -0.28 -1.40 -0.57
O -1.51 0.49 0.33
C 1.23 1.09 -0.02

Properties
HOMO	-9.79	eV
frontier orbital gap	10.3	eV
LUMO level	0.0178	Eh
total charge	0
SMILES	COCCCCCCCOC(=O)O

Formally, the Löwdin partial charges of the atoms, in units of the elementary charge, are as follows: atom 1 (C): -0.136, atom 2 (O): -0.235, atom 3 (C): -0.223, atom 4 (C): -0.177, atom 5 (C): -0.211, atom 6 (C): -0.196, atom 7 (C): -0.185, atom 8 (C): -0.145, atom 9 (C): -0.176, atom 10 (O): -0.028, atom 11 (C): -0.428, atom 12 (O): 0.062, atom 13 (O): 0.075, atom 14 (H): 0.102, atom 15 (H): 0.105, atom 16 (H): 0.084, atom 17 (H): 0.121, atom 18 (H): 0.130, atom 19 (H): 0.115, atom 20 (H): 0.118, atom 21 (H): 0.109, atom 22 (H): 0.108, atom 23 (H): 0.079, atom 24 (H): 0.110, atom 25 (H): 0.102, atom 26 (H): 0.105, atom 27 (H): 0.112, atom 28 (H): 0.114, atom 29 (H): 0.141, atom 30 (H): 0.129, atom 31 (H): 0.120

=====

Computed energy above the lowest of the compared OMol25 structures with the same formula, charge and spin (kJ/mol) in order:
443.9; 496.0; 176.6
Computed E (Eh) in order:
-824.78924; -428.77039; -654.57721
Computed F_max (hartree/bohr) in order:
0.123; 0.045; 0.099